A structure of composition C22H54F12N9O15P3S4Zr. Source: the OMol25 dataset; level of theory: the ωB97M-V functional and the def2-TZVPD basis.

For the max |F|, the calculation gives 0.1205 hartree/bohr. As for the total charge: 0. As for the total energy: -6354.61382 hartree. For the molecular weight, the calculation gives 1225.11 g mol⁻¹. As for the HOMO energy: -8.03 eV.

```
120
Properties=species:S:1:pos:R:3:forces:R:3
Zr -13.987807 38.146430 -22.499191 -0.10 0.19 0.53
C -9.997581 39.445894 -23.740885 0.09 1.89 -0.56
F -9.300532 40.097901 -22.770838 -0.87 -0.74 -1.38
F -10.762119 40.319404 -24.484205 0.69 -1.15 1.78
F -9.166964 38.938432 -24.653776 -0.14 -0.47 1.08
S -11.038078 38.125643 -22.885803 -1.33 -3.27 0.58
O -11.907260 38.490352 -21.794775 1.71 2.79 5.26
O -12.212072 37.896456 -23.717015 0.63 -0.87 -6.02
O -10.217940 36.982532 -22.552029 0.54 1.74 -1.16
C -15.748951 34.847620 -25.508635 1.41 1.73 -0.16
F -14.813039 33.937535 -25.279044 -0.10 -0.44 0.09
F -16.254337 34.663296 -26.721578 -0.25 -0.20 0.33
F -16.690452 34.750702 -24.575950 0.00 -0.03 -0.36
S -14.830122 36.586877 -25.600812 2.08 0.69 -1.20
O -14.664197 37.150619 -24.228045 -1.19 -1.41 -0.68
O -13.514298 36.349128 -26.196585 -1.55 -0.76 0.87
O -15.677034 37.394849 -26.432874 -0.66 -0.36 0.41
C -18.275891 37.210034 -22.891419 1.32 0.01 0.18
F -19.237131 38.107311 -22.907883 0.07 0.39 -0.05
F -18.777524 36.068330 -22.453390 0.15 -0.23 0.07
F -17.773972 37.037878 -24.125045 -0.41 0.39 0.91
S -16.829409 37.752714 -21.692296 0.87 1.16 1.67
O -17.313526 37.885262 -20.326655 -0.86 -0.06 -2.27
O -15.707555 36.848084 -21.767738 0.10 -4.13 -0.31
O -16.107578 38.893238 -22.310080 -2.36 1.96 -0.37
C -14.146784 42.874176 -21.098275 1.91 -2.00 -2.48
F -15.190078 42.786698 -20.388082 -2.28 -0.41 2.25
F -14.579840 43.071266 -22.360294 0.45 0.51 -0.03
F -13.405405 43.879185 -20.679562 0.35 0.12 -0.18
S -13.056851 41.224305 -21.167382 1.91 -0.43 0.27
O -13.857479 40.051595 -21.640988 -0.55 2.89 0.81
O -11.977494 41.527145 -22.085975 -0.99 0.38 -0.20
O -12.591730 41.033580 -19.818080 -0.85 0.33 0.30
O -14.266879 39.704267 -24.016165 -0.25 2.29 -3.24
P -14.730051 40.677662 -25.125689 -1.82 2.16 -1.06
N -14.260310 40.386413 -26.710021 0.91 -1.38 -0.19
C -14.777286 41.092369 -27.902952 0.12 0.27 0.46
C -13.032718 39.600280 -27.039228 -0.88 -0.05 0.27
N -14.268597 42.338711 -25.016957 -0.72 -1.17 0.73
C -12.884479 42.692003 -24.828686 1.03 -0.09 0.46
C -15.057092 43.472052 -25.597737 0.21 -1.71 0.61
N -16.448653 40.898337 -25.337769 2.35 0.20 -0.30
C -17.156816 39.957295 -26.211391 0.00 -1.61 1.21
C -17.274628 41.548965 -24.328194 -0.39 -0.95 0.28
H -15.763994 41.535331 -27.767693 0.21 -0.04 0.29
H -14.848095 40.449963 -28.780677 -0.04 -0.63 0.27
H -14.092594 41.871672 -28.237606 0.18 0.31 0.31
H -12.374009 40.122716 -27.732958 -0.24 0.38 -0.12
H -13.375012 38.677577 -27.507790 0.42 -0.22 0.12
H -12.416615 39.413517 -26.159663 -0.37 -0.29 0.10
H -12.790891 43.402503 -24.007384 0.09 0.44 -0.28
H -12.162541 41.930091 -24.534782 -0.92 -0.63 0.24
H -12.401913 43.038995 -25.742375 -0.34 0.65 -0.32
H -14.462002 43.903111 -26.402826 -0.12 0.28 0.05
H -15.988412 43.061540 -25.987897 0.13 0.26 -0.09
H -15.297414 44.179983 -24.804534 0.18 0.29 -0.12
H -18.233421 40.124424 -26.244363 0.15 0.92 -0.50
H -16.658538 39.740808 -27.156351 -0.36 0.65 -0.04
H -17.154618 38.964105 -25.762313 0.14 -0.16 0.25
H -18.107495 42.079706 -24.789451 0.04 0.07 -0.27
H -16.790772 42.243785 -23.641744 0.53 -0.18 -0.32
H -17.698859 40.739741 -23.733825 -0.30 0.15 0.47
O -14.072486 38.008152 -20.264138 0.56 -0.09 1.09
P -14.174625 38.035826 -18.767590 -1.07 0.84 2.23
N -14.907415 39.516982 -18.193683 0.93 -1.28 -0.27
C -16.002377 40.115702 -18.951347 -0.35 -0.80 -0.25
C -14.953250 39.899460 -16.772665 1.05 -0.13 -0.06
N -12.705111 37.888414 -17.889952 -1.20 0.32 -1.87
C -12.514264 36.977053 -16.807102 0.45 -0.37 0.73
C -11.416200 38.530111 -18.286040 -0.77 0.50 -0.78
N -15.184190 36.754782 -18.232775 0.53 1.46 -0.43
C -16.260048 36.930027 -17.228895 1.22 -0.85 -0.42
C -14.910577 35.442523 -18.785780 -0.11 -0.04 0.67
H -16.060254 41.196937 -18.826193 0.25 -0.11 0.14
H -16.935936 39.651284 -18.633705 -0.39 0.32 0.22
H -15.967383 39.858785 -20.010053 0.48 0.31 0.12
H -15.863164 39.604508 -16.250020 -0.14 -0.18 -0.10
H -14.809067 40.965749 -16.598491 -0.40 0.36 -0.71
H -14.083657 39.544123 -16.219821 -0.05 -0.73 -0.15
H -11.816974 36.181420 -17.069512 0.30 -0.11 -0.13
H -12.034223 37.595089 -16.048354 -0.12 -0.48 0.67
H -13.378984 36.442497 -16.413901 -0.33 0.58 -0.15
H -11.227195 38.323563 -19.339471 0.13 0.09 0.00
H -11.445285 39.615299 -18.187987 -0.26 -0.01 0.02
H -10.560825 38.193625 -17.700205 -0.38 -0.45 0.15
H -16.930157 36.070369 -17.234415 -0.24 0.12 -0.69
H -15.781249 36.793486 -16.259253 -0.24 0.83 0.51
H -16.804631 37.859299 -17.396193 0.10 -0.19 0.34
H -14.982820 34.647025 -18.044110 0.22 0.11 0.65
H -13.870799 35.466827 -19.111936 -0.27 -0.34 -0.57
H -15.633675 35.107534 -19.529423 0.26 0.49 -0.60
O -13.209450 36.141519 -22.152219 0.51 -1.08 -0.02
P -12.838074 34.705275 -22.013932 1.28 -3.98 -0.38
N -12.433620 33.769668 -23.442320 -0.87 0.33 0.77
C -12.471288 32.258393 -23.498329 -1.07 1.22 0.57
C -11.672832 34.386282 -24.558709 -0.21 0.71 2.03
N -14.098038 33.805858 -21.299542 -0.42 -0.09 0.65
C -15.389374 33.472726 -22.011951 1.10 0.58 -0.15
C -13.837634 32.836109 -20.187574 0.73 -0.24 -1.53
N -11.403764 34.469683 -21.081267 -1.54 1.83 0.23
C -10.620596 33.267903 -21.040896 0.59 -1.00 -0.13
C -11.121249 35.305377 -19.893168 -0.76 0.10 -0.43
H -12.447709 31.918524 -24.533720 0.57 0.31 -0.03
H -13.433949 31.865991 -23.170592 -0.14 0.26 0.29
H -11.733792 31.773181 -22.858992 0.33 0.07 -0.38
H -10.633796 34.080310 -24.436685 0.09 -0.41 -0.86
H -11.632108 35.447461 -24.313061 -0.18 0.18 -0.45
H -12.191465 34.267929 -25.510081 0.46 -0.24 0.02
H -15.806684 34.363422 -22.481645 0.23 -0.08 0.06
H -15.227746 32.696906 -22.760334 0.07 0.09 -0.25
H -16.162112 33.058742 -21.364172 0.33 0.28 0.57
H -14.770683 32.485367 -19.746568 0.03 0.28 -0.06
H -13.340026 31.999676 -20.678358 -0.20 -0.66 0.34
H -13.135005 33.122827 -19.405135 -0.23 0.70 -0.09
H -9.852472 33.299070 -20.268156 0.09 0.73 -0.04
H -11.128028 32.367521 -20.694612 -0.55 -0.20 -0.53
H -10.068643 33.092620 -21.964323 -0.29 -0.17 -0.17
H -10.054930 35.210656 -19.687984 -0.22 0.12 0.27
H -11.760377 34.961276 -19.080021 0.41 -0.15 0.58
H -11.358379 36.363739 -20.001519 -0.03 -0.09 -0.56
```
Forces are in eV/Å.